Record 1
Below is a 2-piece molecular cluster, CH6OS overall at a distorted geometry, with properties calculated with ωB97M-V/def2-TZVPD.

Structure (XYZ):
```
9
CH6OS | OMol25 | ωB97M-V/def2-TZVPD
C -2.644 0.317 2.108
S -2.340 0.209 0.323
H -3.655 0.007 2.354
H -2.487 1.331 2.453
H -1.957 -0.426 2.484
H -3.165 1.002 -0.348
H 7.169 -1.352 -2.909
H 5.836 -0.644 -3.082
O 6.599 -0.703 -2.489
```

Computed properties:
Gap between HOMO and LUMO: 10.1 eV
Multiplicity: 1
LUMO energy: 1.07 eV
SMILES string: CS.O
Charge: 0
ΔE to the lowest compared entry with this formula, charge and spin: 5.96 kcal/mol
Maximum force: 1.432 eV/A
Energy: -515.1000 Eh

Record 2
Below is C12H10N6O7PtS3 as an isolated structure, with properties calculated with ωB97M-V/def2-TZVPD.

Structure (XYZ):
```
39
C12H10N6O7PtS3 | OMol25 | ωB97M-V/def2-TZVPD
Pt -1.729 -0.685 -0.755
N -4.654 -1.038 2.349
C -3.597 -1.034 1.526
S -3.854 -0.266 -0.035
N -2.493 -1.594 1.973
N -1.486 -1.536 1.081
C -0.312 -1.979 1.323
C 0.692 -1.847 0.261
C 2.010 -2.222 0.423
C 2.895 -2.035 -0.634
C 2.437 -1.501 -1.823
C 1.099 -1.150 -1.928
N 0.269 -1.307 -0.906
H -5.537 -0.664 2.055
H -4.572 -1.481 3.247
H -0.073 -2.425 2.282
H 2.337 -2.647 1.362
H 3.936 -2.308 -0.523
H 3.096 -1.343 -2.663
H 0.669 -0.728 -2.827
O 2.801 2.496 -1.423
C 3.046 3.034 -0.235
O 4.133 3.465 0.059
C 1.932 3.064 0.755
C 2.058 3.729 1.951
N 0.905 3.541 2.615
N 0.032 2.773 1.960
C 0.641 2.471 0.824
C -0.029 1.608 -0.189
O 0.370 1.599 -1.350
O -1.054 0.951 0.253
H 1.851 2.222 -1.496
H 2.877 4.312 2.334
H 0.644 3.917 3.510
O -1.089 -2.606 -3.738
S -2.297 -2.051 -3.195
O -3.537 -2.388 -3.813
O -2.365 -2.350 -1.658
S -2.051 0.002 -2.951
```

Computed properties:
Gap between HOMO and LUMO: 7.6 eV
Multiplicity: 1
LUMO energy: -1.50 eV
Charge: 0
ΔE to the lowest compared entry with this formula, charge and spin: 0.00 kcal/mol
Maximum force: 0.698 eV/A
Energy: -2632.4624 Eh